1.
Computed, not measured: 11 unconnected molecules or ions with the total composition C99H209N11O11, with the ωB97M-V functional and the def2-TZVPD basis.

Each line ends with the Mulliken charge.
Atoms and positions in Å:
C1 15.8695 -8.9741 -12.6326  -0.971
C2 15.8478 -9.7748 -11.3157  1.969
C3 15.8599 -11.2584 -11.7296  -1.743
C4 17.1749 -11.7432 -12.3031  0.497
C5 18.2786 -11.3153 -11.3435  -1.653
C6 18.3418 -9.8298 -10.9513  1.678
N1 16.9774 -9.3461 -10.5037  -0.139
O1 17.0453 -8.0601 -10.0934  0.091
C7 19.2446 -9.6632 -9.6207  -1.872
C8 19.0481 -8.9208 -12.0670  -1.211
C9 14.5968 -9.5450 -10.4124  -1.913
H1 14.8482 -8.8950 -13.0052  0.868
H2 16.6150 -9.3949 -13.3073  -0.457
H3 16.2440 -7.9628 -12.4737  -0.078
H4 15.5638 -11.8718 -10.8786  0.439
H5 15.0908 -11.4453 -12.4791  0.495
H6 17.4346 -11.3691 -13.2934  -0.643
H7 16.9965 -12.8185 -12.3044  0.521
H8 19.2439 -11.5193 -11.8069  0.500
H9 18.2659 -12.0046 -10.4993  0.388
H10 20.2468 -9.9826 -9.9068  0.447
H11 19.2357 -8.6477 -9.2246  0.382
H12 19.0219 -10.3930 -8.8423  0.398
H13 20.1275 -8.9948 -11.9350  0.552
H14 18.9260 -9.2233 -13.1070  -0.018
H15 18.7373 -7.8767 -12.0325  -0.019
H16 14.8209 -9.8494 -9.3900  0.408
H17 13.7379 -10.1609 -10.6793  0.387
H18 14.5245 -8.4574 -10.4197  0.424
H19 17.2019 -8.2355 -9.1627  0.368
C10 17.7800 -5.1212 -9.5061  -2.504
C11 17.9925 -3.6393 -9.8857  2.492
C12 18.2823 -2.8865 -8.5246  -1.378
C13 18.9096 -1.5151 -8.6165  -0.559
C14 20.1213 -1.5622 -9.5718  -1.525
C15 19.8671 -2.2074 -10.9577  1.814
N2 19.2278 -3.5500 -10.7727  -0.381
O2 19.1762 -4.2505 -11.9970  0.904
C16 19.0018 -1.2141 -11.6674  -1.165
C17 21.2882 -2.3664 -11.6063  -2.126
C18 16.6629 -3.0670 -10.5670  -1.566
H20 18.5928 -5.6565 -9.0153  0.412
H21 17.3221 -5.6195 -10.3606  0.457
H22 16.9069 -5.1264 -8.8536  0.480
H23 17.3405 -2.7274 -7.9995  0.346
H24 18.8514 -3.5180 -7.8423  0.538
H25 19.3298 -1.3499 -7.6244  0.420
H26 18.1780 -0.7513 -8.8797  0.306
H27 20.9463 -2.1575 -9.1804  0.577
H28 20.5551 -0.5666 -9.6656  0.323
H29 18.5030 -1.7654 -12.4645  -0.059
H30 18.3058 -0.7861 -10.9460  -0.152
H31 19.4554 -0.2887 -12.0226  0.741
H32 21.8484 -1.4343 -11.5317  0.453
H33 21.9438 -3.1382 -11.2029  0.476
H34 21.4005 -2.5309 -12.6779  0.140
H35 16.6296 -1.9838 -10.4505  0.182
H36 15.7560 -3.5166 -10.1626  0.479
H37 16.6328 -3.2763 -11.6363  -0.036
H38 19.2783 -5.1564 -11.6961  0.068
C19 22.4075 -9.6937 -14.5407  -1.947
C20 23.4642 -8.5876 -14.9146  1.673
C21 23.6674 -8.7034 -16.4604  -0.692
C22 24.5140 -7.5593 -17.1588  -1.288
C23 23.8063 -6.3354 -16.7490  -0.624
C24 23.5392 -6.0430 -15.2554  1.495
N3 22.9869 -7.2458 -14.5474  1.398
O3 22.8086 -7.0652 -13.1855  -0.674
C25 24.9115 -5.5545 -14.6166  -1.851
C26 22.6717 -4.8609 -15.1538  -0.633
C27 24.7953 -9.0551 -14.2260  -1.944
H39 22.1550 -9.7158 -13.4806  0.744
H40 22.7598 -10.7097 -14.7184  0.483
H41 21.4967 -9.7443 -15.1374  -0.102
H42 24.1537 -9.6336 -16.7543  0.686
H43 22.7175 -8.7140 -16.9948  -0.559
H44 24.6218 -7.5877 -18.2431  0.501
H45 25.5461 -7.6749 -16.8280  0.425
H46 22.8453 -6.2430 -17.2550  -0.167
H47 24.4079 -5.5159 -17.1422  0.432
H48 25.7081 -6.2944 -14.6948  0.292
H49 25.2483 -4.7424 -15.2610  0.332
H50 24.6525 -5.1830 -13.6251  0.444
H51 23.1714 -3.9542 -15.4948  0.209
H52 21.7631 -5.1291 -15.6930  -0.691
H53 22.3644 -4.6441 -14.1307  0.519
H54 24.7409 -8.8830 -13.1510  0.347
H55 25.6228 -8.4903 -14.6553  0.330
H56 25.0535 -10.1016 -14.3883  0.454
H57 22.0881 -7.6499 -12.9393  0.403
C28 19.4906 -6.4223 -15.6634  -1.295
C29 18.3467 -5.3276 -15.7624  3.381
C30 19.0977 -3.9408 -15.6453  -0.316
C31 18.3071 -2.7099 -16.0948  0.143
C32 17.6845 -2.9036 -17.4796  -0.340
C33 16.9294 -4.2906 -17.6947  1.974
N4 17.7557 -5.4023 -17.1192  0.683
O4 17.0880 -6.5831 -17.3869  1.933
C34 15.5201 -4.0675 -17.1936  0.968
C35 16.8570 -4.3778 -19.2328  1.060
C36 17.3284 -5.5424 -14.5698  -1.220
H58 20.1017 -6.2722 -14.7734  0.518
H59 20.0524 -6.4174 -16.5974  -0.925
H60 19.0441 -7.4155 -15.6162  0.043
H61 19.3473 -3.7697 -14.5981  -0.422
H62 20.0077 -4.0462 -16.2360  -0.219
H63 18.9738 -1.8517 -16.0103  1.121
H64 17.4652 -2.6178 -15.4086  -1.067
H65 18.4577 -2.6324 -18.1984  0.176
H66 17.0336 -2.0351 -17.5809  -0.937
H67 14.9115 -4.9473 -17.4024  -0.982
H68 15.4251 -4.1001 -16.1082  -0.230
H69 15.0137 -3.2136 -17.6438  -0.181
H70 16.5901 -3.4457 -19.7310  -0.930
H71 17.8595 -4.6362 -19.5737  -0.571
H72 16.2591 -5.1894 -19.6474  -0.950
H73 16.6578 -6.3805 -14.7597  0.172
H74 16.6867 -4.6930 -14.3353  -0.192
H75 17.8317 -5.8472 -13.6523  -0.009
H76 17.7888 -7.1849 -17.6486  -0.659
C37 17.5458 0.7462 -19.2959  -1.382
C38 16.4087 0.6061 -20.3897  1.530
C39 16.8670 -0.6515 -21.2254  -0.830
C40 15.7338 -1.2852 -22.0990  -1.451
C41 14.5757 -1.6095 -21.1562  0.078
C42 14.0091 -0.3956 -20.3102  1.846
N5 15.1034 0.3352 -19.7258  1.729
O5 14.7956 1.3779 -18.8858  -0.629
C43 13.2762 0.5466 -21.2717  -2.104
C44 13.1461 -0.9935 -19.1950  -2.020
C45 16.4149 1.8225 -21.3663  -1.990
H77 17.2715 0.0758 -18.4814  -0.097
H78 17.5722 1.7638 -18.9063  0.407
H79 18.5212 0.3723 -19.6071  0.464
H80 17.5705 -0.4637 -22.0365  0.423
H81 17.3724 -1.3642 -20.5736  -0.148
H82 16.0911 -2.1039 -22.7236  0.446
H83 15.4336 -0.5240 -22.8192  0.522
H84 14.9393 -2.3517 -20.4455  -0.562
H85 13.8187 -2.0726 -21.7891  0.507
H86 12.2985 0.1868 -21.5923  0.426
H87 13.1540 1.5414 -20.8434  0.419
H88 13.7817 0.8513 -22.1880  0.279
H89 12.5177 -1.6816 -19.7604  0.510
H90 13.7420 -1.6093 -18.5214  -0.084
H91 12.4354 -0.2930 -18.7563  0.468
H92 17.4258 1.9894 -21.7384  0.464
H93 16.0739 2.6677 -20.7683  0.436
H94 15.7397 1.8261 -22.2220  0.284
H95 15.0222 0.9430 -18.0604  0.133
C46 21.8678 -1.1778 -17.7965  -1.897
C47 23.2060 -1.1038 -18.5364  1.992
C48 23.0738 -0.0657 -19.6463  -1.165
C49 24.3062 0.6111 -20.1935  -0.877
C50 25.0578 1.1630 -19.0189  -1.417
C51 25.4031 0.2379 -17.8830  1.904
N6 24.2797 -0.6672 -17.5210  0.353
O6 24.4284 -1.5294 -16.4112  -0.344
C52 26.6876 -0.4571 -18.2225  -1.971
C53 25.6807 1.0732 -16.5993  -2.055
C54 23.6313 -2.4905 -19.2036  -0.968
H96 21.5785 -0.1612 -17.5300  0.603
H97 21.8464 -1.8219 -16.9174  0.178
H98 21.1523 -1.5524 -18.5285  0.261
H99 22.7900 -0.6096 -20.5472  0.194
H100 22.3312 0.6951 -19.4058  0.440
H101 24.2680 1.4602 -20.8760  0.442
H102 24.9518 -0.0734 -20.7439  0.330
H103 24.4897 2.0158 -18.6475  0.412
H104 25.9434 1.6201 -19.4603  0.478
H105 26.8472 -0.6612 -19.2812  0.312
H106 27.5224 0.0850 -17.7780  0.549
H107 26.7995 -1.4065 -17.6988  0.308
H108 26.1248 2.0623 -16.7116  0.430
H109 24.7389 1.4202 -16.1741  0.446
H110 26.3834 0.6833 -15.8629  0.381
H111 24.6062 -2.2861 -19.6461  0.600
H112 22.9586 -2.7878 -20.0081  -0.073
H113 23.6059 -3.3646 -18.5529  -0.103
H114 24.2015 -1.0154 -15.6327  0.288
C55 21.7727 -6.8882 -21.3850  -1.693
C56 20.8289 -5.6969 -20.9924  2.085
C57 21.4160 -4.3450 -21.4669  -1.039
C58 21.1030 -4.0258 -22.9563  -1.410
C59 19.6195 -4.2214 -23.3834  -1.331
C60 19.0810 -5.6000 -22.9074  2.127
N7 19.4515 -5.8845 -21.4894  -0.122
O7 18.8829 -7.0675 -20.9670  0.723
C61 17.5204 -5.5064 -23.0206  -2.199
C62 19.6299 -6.7428 -23.8250  -1.885
C63 20.7619 -5.5132 -19.4112  -0.014
H115 22.6192 -6.8971 -20.6984  0.517
H116 22.1433 -6.8236 -22.4080  0.363
H117 21.3925 -7.8979 -21.2292  0.022
H118 21.0347 -3.5069 -20.8836  0.121
H119 22.4989 -4.2874 -21.5770  0.440
H120 21.7146 -4.5937 -23.6574  0.457
H121 21.2597 -2.9588 -23.1145  0.500
H122 19.6053 -4.3255 -24.4683  0.470
H123 19.0288 -3.3442 -23.1197  0.216
H124 17.0740 -6.4842 -22.8392  0.482
H125 16.9249 -4.8437 -22.3927  0.186
H126 17.2960 -5.2728 -24.0614  0.591
H127 20.6780 -6.5863 -24.0801  0.435
H128 19.4608 -7.7940 -23.5918  0.078
H129 19.2906 -6.6274 -24.8544  0.557
H130 20.0224 -4.7924 -19.0624  -0.477
H131 21.6871 -5.1367 -18.9749  0.203
H132 20.5875 -6.4230 -18.8369  -0.562
H133 18.0415 -6.7334 -20.6477  -0.099
C64 17.3856 -10.9324 -20.9118  -1.832
C65 18.3008 -11.3757 -19.7501  1.842
C66 19.4904 -10.4374 -19.7297  -0.999
C67 20.2071 -10.1732 -18.3766  -1.058
C68 19.1415 -9.8227 -17.3712  0.909
C69 18.0364 -10.8366 -17.2397  2.051
N8 17.4776 -11.2908 -18.5734  1.145
O8 16.3990 -12.1801 -18.5157  -0.581
C70 18.4866 -12.0924 -16.4009  -2.291
C71 16.9035 -10.0656 -16.5240  -1.190
C72 18.8104 -12.7938 -19.9992  -1.894
H134 17.9092 -10.7538 -21.8509  0.385
H135 16.9106 -9.9574 -20.8030  0.251
H136 16.5619 -11.6010 -21.1620  0.335
H137 20.2577 -10.8297 -20.3971  0.661
H138 19.3190 -9.5225 -20.2967  -0.545
H139 20.8942 -9.3307 -18.4553  0.201
H140 20.7956 -10.9991 -17.9771  0.504
H141 18.7052 -8.9073 -17.7710  -0.495
H142 19.6786 -9.6074 -16.4474  -0.756
H143 17.6403 -12.7726 -16.4969  0.507
H144 19.3272 -12.6817 -16.7673  0.299
H145 18.5175 -11.7716 -15.3597  0.315
H146 16.5241 -9.3450 -17.2485  -0.140
H147 16.1062 -10.7784 -16.3132  0.993
H148 17.1206 -9.5935 -15.5659  -0.463
H149 18.0237 -13.5460 -20.0581  0.332
H150 19.4574 -13.0410 -19.1575  0.405
H151 19.4600 -12.9170 -20.8657  0.438
H152 15.7006 -11.6462 -18.1300  0.427
C73 8.3546 -3.1987 -14.4771  -1.717
C74 9.0859 -3.7869 -15.6946  1.241
C75 9.4526 -2.5479 -16.5324  -1.686
C76 10.8481 -1.9242 -16.1501  -0.358
C77 11.8850 -3.0867 -16.3102  0.281
C78 11.6248 -4.2084 -15.2192  1.974
N9 10.2147 -4.6737 -15.4274  1.145
O9 9.8430 -5.8574 -14.7516  -0.551
C79 12.4703 -5.3447 -15.5755  -0.889
C80 11.7935 -3.7317 -13.8180  -1.286
C81 8.0778 -4.5459 -16.5795  -1.705
H153 8.0664 -3.8894 -13.6846  0.400
H154 7.4853 -2.6248 -14.7978  0.444
H155 8.9880 -2.5481 -13.8740  0.330
H156 9.5149 -2.7447 -17.6027  0.355
H157 8.7289 -1.7334 -16.5047  0.652
H158 10.9172 -1.4675 -15.1628  -0.109
H159 11.1863 -1.1246 -16.8092  0.151
H160 12.8630 -2.6312 -16.1548  -0.557
H161 11.8198 -3.5093 -17.3128  0.017
H162 13.5129 -5.1897 -15.2979  0.027
H163 12.2607 -6.2381 -14.9872  0.845
H164 12.3022 -5.5966 -16.6226  -0.731
H165 11.0598 -2.9756 -13.5387  0.125
H166 11.7529 -4.5461 -13.0947  0.434
H167 12.7470 -3.2294 -13.6552  -0.110
H168 7.7522 -5.4791 -16.1198  0.354
H169 8.6690 -4.9212 -17.4148  0.212
H170 7.2455 -3.9922 -17.0139  0.377
H171 9.3913 -5.5092 -13.9793  0.316
C82 13.5562 -8.1721 -17.2020  -1.304
C83 12.8614 -8.0228 -18.5933  2.053
C84 11.3639 -7.7473 -18.3936  -0.867
C85 10.6419 -7.3437 -19.6507  -0.964
C86 11.3386 -6.1070 -20.2568  -1.479
C87 12.8921 -6.2805 -20.4203  1.542
N10 13.6083 -6.9201 -19.3082  0.766
O10 14.9872 -7.2680 -19.5469  -0.211
C88 13.0775 -7.0159 -21.7133  -1.866
C89 13.3460 -4.7988 -20.5992  -1.376
C90 12.9050 -9.4025 -19.3417  -1.920
H172 14.2940 -8.9636 -17.0709  -0.159
H173 12.7998 -8.5002 -16.4891  0.640
H174 13.9248 -7.2015 -16.8700  -0.138
H175 10.8787 -8.6717 -18.0802  0.624
H176 11.2230 -6.9564 -17.6570  -0.263
H177 9.6286 -7.0875 -19.3414  0.498
H178 10.5973 -8.0674 -20.4646  0.495
H179 11.0462 -5.2608 -19.6350  0.447
H180 10.8748 -5.9880 -21.2360  0.548
H181 12.4938 -6.4796 -22.4615  0.529
H182 14.0948 -7.1178 -22.0912  -0.055
H183 12.6424 -8.0153 -21.7207  0.278
H184 13.3499 -4.4068 -19.5821  0.075
H185 14.2769 -4.7036 -21.1581  0.096
H186 12.5977 -4.2392 -21.1605  0.633
H187 12.2892 -9.4490 -20.2399  0.354
H188 12.4457 -10.1939 -18.7494  0.548
H189 13.8953 -9.7091 -19.6784  0.133
H190 15.3360 -6.7222 -18.8384  -0.297
C91 15.6882 2.9276 -15.6362  -2.259
C92 15.7896 1.7042 -14.7982  2.071
C93 16.4206 2.2565 -13.5207  -1.759
C94 16.3781 1.2759 -12.2669  0.894
C95 14.9133 0.8148 -11.9721  -1.819
C96 14.2153 0.2813 -13.2715  2.126
N11 14.4766 1.1978 -14.4072  0.049
O11 13.7488 0.9195 -15.5214  -0.213
C97 14.6818 -1.1832 -13.4905  -0.659
C98 12.7506 0.2853 -12.8288  -1.378
C99 16.7671 0.6896 -15.4922  -0.207
H191 16.6198 3.4697 -15.7990  0.419
H192 15.0405 3.6953 -15.2128  0.566
H193 15.1629 2.7958 -16.5821  0.175
H194 17.4530 2.5658 -13.6835  0.528
H195 15.8584 3.1533 -13.2602  0.381
H196 16.8647 1.7892 -11.4376  0.607
H197 16.9198 0.3435 -12.4259  -1.013
H198 14.4761 1.6214 -11.3834  0.369
H199 15.0579 -0.0796 -11.3661  0.429
H200 14.5752 -1.9132 -12.6881  0.805
H201 14.1936 -1.7109 -14.3098  -0.583
H202 15.7369 -1.2090 -13.7625  -0.297
H203 12.2030 -0.3789 -13.4975  -0.235
H204 12.5680 -0.2706 -11.9091  0.427
H205 12.3432 1.2898 -12.9429  0.554
H206 17.7098 1.1527 -15.7838  0.750
H207 16.1781 0.1884 -16.2603  -0.353
H208 17.1079 -0.0568 -14.7747  -0.596
H209 13.1013 1.6282 -15.5320  0.310

Results
SMILES: CC1(C)CCCC(C)(C)N1O.CC1(C)CCCC(C)(C)N1O.CC1(C)CCCC(C)(C)N1O.CC1(C)CCCC(C)(C)N1O.CC1(C)CCCC(C)(C)N1O.CC1(C)CCCC(C)(C)N1O.CC1(C)CCCC(C)(C)N1O.CC1(C)CCCC(C)(C)N1O.CC1(C)CCCC(C)(C)N1O.CC1(C)CCCC(C)(C)N1O.CC1(C)CCCC(C)(C)N1O
HOMO-LUMO gap, eV: 8.048
HOMO level, eV: -7.57

---

2.
Computed, not measured: a molecular structure, C9H10BN6PdS3Sb, with the ωB97M-V functional and the def2-TZVPD basis.

Each line ends with the Löwdin spin population.
Atoms and positions in Å:
Pd1 0.3937 -0.2876 -0.4866  1.318
C1 2.2120 2.3642 2.6842  0.001
C2 2.2883 1.6423 1.4802  0.002
N1 1.1454 1.0236 1.2326  0.064
N2 0.2990 1.3580 2.2338  0.003
C3 0.9114 2.1746 3.1067  0.000
B1 -1.1443 0.8295 2.2111  0.000
N3 -1.1979 -0.7063 2.2329  0.003
C4 -1.7874 -1.5441 3.1017  0.000
C5 -1.5587 -2.8386 2.6789  0.001
C6 -0.8438 -2.6841 1.4788  0.002
N4 -0.6117 -1.4052 1.2340  0.064
N5 -1.8327 1.3312 0.9117  0.006
C7 -2.9071 2.1170 0.7655  -0.001
C8 -3.1476 2.2938 -0.5834  0.002
C9 -2.1349 1.5553 -1.2067  0.004
N6 -1.3532 0.9817 -0.3039  0.090
H1 2.9766 2.9534 3.1604  0.000
H2 3.0970 1.5237 0.7757  -0.001
H3 0.3684 2.5464 3.9605  0.000
H4 -1.7528 1.2702 3.1715  0.000
H5 -2.3146 -1.1452 3.9528  0.000
H6 -1.8821 -3.7496 3.1520  0.000
H7 -0.4754 -3.4141 0.7745  -0.001
H8 -3.4149 2.4873 1.6414  0.000
H9 -3.9324 2.8682 -1.0450  0.001
H10 -1.9223 1.4022 -2.2528  0.000
S1 3.5944 -2.6255 -3.6721  0.315
Sb1 2.3691 -1.7269 -1.9910  0.369
S2 2.1431 0.6062 -1.9588  0.377
S3 0.0837 -2.2426 -1.9395  0.379

Results
Total charge: -1
HOMO-LUMO gap (spin up / spin down), eV: 6.654 / 6.353
HOMO level (spin up / spin down), eV: -4.00 / -4.71
⟨S²⟩: 3.772
Spin multiplicity: 4

---

3.
Computed, not measured: 2 unconnected molecules or ions with the total composition C9H10Br2O, with the ωB97M-V functional and the def2-TZVPD basis.

Each line ends with the Mulliken charge.
Atoms and positions in Å:
C1 -1.3119 1.2413 -1.1433  -0.815
C2 0.1512 1.6701 -1.3667  -0.557
C3 -1.5063 0.0155 -0.3831  -0.305
C4 0.9766 0.5945 -1.2966  -0.151
C5 1.8679 -0.1493 1.7105  -0.192
C6 0.6661 -0.0972 1.8905  0.170
C7 0.5617 -0.8364 -1.3906  0.161
C8 -0.6118 -0.9466 -0.3848  -0.242
C9 -0.5945 0.0163 2.5648  -1.304
O1 1.6076 -1.7187 -1.1081  -0.485
Br1 2.8367 0.8521 -1.4387  -0.113
Br2 -0.7870 -2.5607 0.5807  -0.045
H1 -1.8132 1.3916 -2.1140  0.347
H2 0.3595 2.7194 -1.2077  0.408
H3 -2.3178 -0.0251 0.3358  0.721
H4 2.7689 -0.3729 1.2314  0.529
H5 -1.6104 2.2149 -0.6193  0.240
H6 0.2336 -1.0773 -2.4336  0.340
H7 -1.0417 -1.0389 2.3749  0.295
H8 -0.4280 0.0575 3.6270  0.332
H9 -1.2441 0.6223 2.0067  0.290
H10 1.2367 -2.5724 -1.4359  0.379

Results
SMILES: OC1C(Br)=CCC=C1Br.C#CC
HOMO-LUMO gap, eV: 9.474
HOMO level, eV: -8.97